Entry 1:
This record from the Open Molecules 2025 dataset describes a structure of composition C26H35AsFN3OSV in a non-equilibrium geometry. The level of theory is the ωB97M-V functional and the def2-TZVPD basis.

Each line ends with the natural charge from an NBO analysis.
Positions of all 69 atoms, in Å:
As: 2.86 -0.63 1.56  1.98
V: 0.07 0.71 0.54  1.36
S: -0.21 0.30 2.71  -0.31
F: 0.07 -0.86 -1.14  -0.35
O: 1.99 0.39 0.47  -1.12
N: -2.33 0.04 4.27  -0.47
N: -0.16 1.70 -0.97  -0.68
N: -0.48 -1.40 4.71  -0.49
C: 0.00 1.18 -2.27  0.05
C: -3.26 1.93 -1.75  -0.60
C: -1.72 3.51 -0.45  0.08
C: -1.93 4.85 -0.19  -0.23
C: -2.81 1.51 0.70  -0.53
C: 0.13 -0.19 -2.36  0.39
C: -3.00 -0.48 5.31  0.28
C: -1.15 -1.90 5.75  0.10
C: -0.41 3.10 -0.73  0.04
C: 2.76 4.29 -2.12  -0.59
C: 0.28 -0.89 -3.52  -0.27
C: 3.38 0.25 3.15  -0.99
C: 0.67 3.99 -0.74  0.01
C: -2.42 -1.47 6.09  -0.31
C: 2.00 -2.29 1.89  -1.00
C: 0.41 5.33 -0.47  -0.21
C: -1.13 -0.46 4.03  0.32
C: -4.37 0.05 5.57  -0.65
C: 4.48 -1.01 0.64  -1.00
C: 2.92 3.66 0.31  -0.59
C: -0.88 5.76 -0.20  -0.18
C: 2.10 3.53 -0.98  -0.26
C: -0.01 1.90 -3.45  -0.22
C: -2.91 2.56 -0.41  -0.27
C: 0.15 1.23 -4.66  -0.18
C: 0.29 -0.15 -4.70  -0.20
H: 2.87 5.36 -1.90  0.21
H: -2.04 0.76 0.45  0.12
H: 4.09 1.03 2.87  0.26
H: 0.37 -1.97 -3.51  0.24
H: 3.94 3.32 0.15  0.21
H: -3.72 0.92 0.80  0.24
H: 3.87 -0.48 3.79  0.26
H: 1.22 6.04 -0.46  0.22
H: -0.65 -2.67 6.33  0.21
H: 2.96 4.70 0.64  0.21
H: 4.94 -0.07 0.35  0.26
H: 2.08 2.48 -1.24  0.22
H: -5.06 -0.35 4.82  0.24
H: -2.94 -1.89 6.94  0.24
H: -2.94 5.19 0.03  0.22
H: -1.07 6.81 0.00  0.23
H: 2.49 3.07 1.12  0.20
H: 1.39 -2.53 1.03  0.26
H: -2.56 1.93 1.67  0.24
H: -3.26 2.67 -2.56  0.22
H: 0.15 1.80 -5.58  0.23
H: 3.76 3.90 -2.30  0.22
H: 0.41 -0.66 -5.65  0.23
H: 5.14 -1.56 1.31  0.25
H: -4.74 -0.24 6.55  0.23
H: -3.76 3.20 -0.12  0.22
H: 2.51 0.67 3.66  0.28
H: -0.13 2.98 -3.42  0.24
H: 1.40 -2.22 2.79  0.29
H: 2.79 -3.04 2.00  0.26
H: 4.26 -1.61 -0.25  0.26
H: -2.57 1.14 -2.03  0.20
H: -4.38 1.13 5.48  0.24
H: -4.26 1.49 -1.71  0.22
H: 2.19 4.21 -3.05  0.21

Computed properties:
2S+1 = 3
Gap between HOMO and LUMO (alpha / beta) = 7.48 / 8.40 eV
Maximum force = 1.28 eV/A
Total charge = +1

Entry 2:
This record from the Open Molecules 2025 dataset describes a cluster of 2 separate species, C4H9ClO2 in total in a non-equilibrium geometry. The level of theory is the ωB97M-V functional and the def2-TZVPD basis.

Each line ends with the natural charge from an NBO analysis.
Positions of all 16 atoms, in Å:
Cl: 2.35 1.12 -0.36  -0.07
O: -0.33 1.40 -0.36  -0.52
O: 0.00 -1.74 0.82  -0.74
C: 0.67 1.77 -2.41  -0.50
C: -0.64 -3.05 0.84  -0.26
C: 0.76 1.59 -1.10  0.32
C: -0.26 1.54 1.09  -0.27
H: -1.55 -3.02 0.24  0.18
H: -1.14 -3.19 1.86  0.17
H: 1.57 1.82 -3.11  0.22
H: -1.23 1.22 1.34  0.20
H: -0.23 2.07 -2.85  0.21
H: 0.16 -3.83 0.65  0.20
H: -0.11 2.56 1.50  0.19
H: -0.57 -1.12 0.33  0.47
H: 0.56 0.86 1.52  0.22

Computed properties:
SMILES string = C=C(Cl)OC.CO
Gap between HOMO and LUMO = 9.82 eV
Maximum force = 3.03 eV/A

Entry 3:
This record from the Open Molecules 2025 dataset describes a structure of composition C32H27F5N6S3Tl in a non-equilibrium geometry. The level of theory is the ωB97M-V functional and the def2-TZVPD basis.

Each line ends with the Mulliken charge.
Positions of all 74 atoms, in Å:
Tl: -0.15 0.03 -0.63  0.37
S: 0.33 3.44 -0.31  0.00
S: -1.72 -2.17 -1.48  -0.55
S: -2.97 0.78 -0.17  -0.27
F: -3.39 6.33 -2.50  -0.31
F: 1.83 4.94 -2.19  -0.31
F: 1.05 6.76 -4.00  -0.31
F: -1.58 7.51 -4.14  -0.31
F: -2.65 4.44 -0.79  -0.33
N: 0.86 0.22 -3.46  -0.42
N: 5.58 0.75 -1.33  -0.04
N: 2.02 -2.09 0.28  0.65
N: -0.43 -1.51 1.62  0.10
N: 3.94 -0.18 0.06  -0.46
N: 3.13 -2.31 -0.42  -1.00
C: 1.74 -2.65 1.38  -1.07
C: 5.99 -2.75 -3.53  -0.70
C: -0.66 -1.44 -4.74  -0.55
C: -0.37 4.63 -1.39  0.62
C: -1.19 6.58 -3.27  0.60
C: -2.11 5.97 -2.44  0.01
C: 0.14 6.20 -3.19  0.20
C: 3.94 -1.36 -0.69  0.42
C: -4.02 -3.16 -0.49  -0.65
C: -1.58 5.56 1.86  -1.48
C: 6.63 -0.47 -3.13  -0.80
C: 0.16 -3.24 3.16  -0.73
C: -5.84 -1.95 0.49  -0.52
C: 0.53 5.25 -2.27  -0.17
C: -1.71 5.00 -1.53  0.10
C: 4.93 -1.52 -1.76  0.68
C: -5.29 -3.15 0.06  -0.57
C: -1.96 -2.18 3.34  -0.97
C: -3.80 -0.77 -0.15  -0.01
C: 0.75 4.82 2.46  -1.47
C: 5.09 -2.69 -2.49  -0.39
C: -3.26 -1.99 -0.64  0.35
C: -1.59 -1.39 2.26  -0.18
C: -1.05 -3.11 3.81  -0.28
C: -0.75 3.25 1.14  -0.70
C: 4.73 0.77 -0.27  -0.20
C: 5.72 -0.40 -2.08  0.13
C: -5.09 -0.79 0.39  -0.53
C: 0.45 -2.45 2.05  1.02
C: 6.76 -1.64 -3.85  -0.39
C: -0.68 4.37 2.19  0.74
C: 0.20 -0.52 -4.05  0.39
H: 7.47 -1.68 -4.67  0.38
H: 1.41 3.96 2.58  0.33
H: -0.32 2.34 1.57  0.42
H: -1.23 6.08 0.96  0.20
H: -1.76 3.02 0.81  0.15
H: -6.85 -1.91 0.89  0.33
H: 4.47 -3.54 -2.23  0.47
H: -5.85 -4.08 0.14  0.33
H: -1.07 3.92 3.12  0.36
H: 2.48 -3.28 1.90  0.26
H: -2.93 -2.06 3.79  0.43
H: 0.81 5.42 3.37  0.45
H: -2.60 5.24 1.70  0.36
H: 0.90 -3.96 3.50  0.35
H: -1.28 -0.91 -5.46  0.28
H: -0.07 -2.20 -5.26  0.28
H: -1.57 6.28 2.68  0.48
H: -1.29 -3.73 4.66  0.40
H: -2.26 -0.63 1.87  0.61
H: 4.73 1.68 0.32  0.39
H: 7.23 0.41 -3.37  0.34
H: 6.09 -3.66 -4.11  0.39
H: -3.58 -4.08 -0.84  0.37
H: -1.30 -1.92 -3.99  0.07
H: -5.51 0.15 0.73  0.38
H: 1.13 5.42 1.63  0.27
H: 6.07 1.58 -1.60  0.21

Computed properties:
Gap between HOMO and LUMO = 5.20 eV
Maximum force = 1.20 eV/A
Total charge = -1

Entry 4:
This record from the Open Molecules 2025 dataset describes the ion C4H12ClN2 with charge +1 in a non-equilibrium geometry. The level of theory is the ωB97M-V functional and the def2-TZVPD basis.

Each line ends with the natural charge from an NBO analysis.
Positions of all 19 atoms, in Å:
Cl: -1.96 -0.49 1.29  0.15
N: 0.69 -0.53 0.25  -0.43
N: -1.46 0.27 -0.19  -0.43
C: -2.30 1.36 -0.61  -0.46
C: 0.12 0.79 0.15  -0.07
C: 2.01 -0.61 1.07  -0.37
C: 0.84 -1.28 -1.02  -0.44
H: -0.21 -1.59 -1.35  0.26
H: -3.15 1.57 0.16  0.23
H: -0.13 -0.94 0.87  0.45
H: 1.68 -0.23 2.03  0.22
H: 0.46 1.36 -0.73  0.25
H: -2.81 1.27 -1.63  0.24
H: 0.04 1.19 1.22  0.24
H: 2.64 0.02 0.49  0.22
H: -1.66 2.21 -0.56  0.20
H: 2.40 -1.54 1.17  0.23
H: 1.43 -2.18 -0.82  0.24
H: 1.37 -0.66 -1.80  0.24

Computed properties:
SMILES string = CN(Cl)C[NH+](C)C
Gap between HOMO and LUMO = 10.51 eV
Maximum force = 4.26 eV/A
Total charge = +1

Values of relative energy (zero: lowest compared OMol25 entry of this formula, charge and spin), in order: 63.5; 205.3; 109.2; 220.3, all in kJ/mol.